# 1
Density functional theory data (ωB97M-V/def2-TZVPD) for a molecular structure, C16H32Cu2O26S6.

Element x y z (Å)
Cu1 -2.873699 -1.325826 -2.241833
Cu2 1.255014 -3.038110 -1.279006
S1 -0.120457 -0.812414 -0.266396
O1 -1.319283 -0.687049 -1.123303
O2 1.042018 -0.906836 -1.173977
O3 -0.020355 0.234806 0.737978
O4 -0.036841 -2.137858 0.277424
S2 -0.885921 -4.006118 -2.656252
O5 -0.097866 -4.673129 -1.627969
O6 -1.993707 -3.274941 -2.162521
O7 0.101860 -3.015588 -2.989871
O8 -1.337685 -4.658710 -3.879348
C1 3.422360 -3.355783 2.156185
C2 2.379384 -4.392833 2.585521
C3 1.701775 -4.734323 1.173223
O9 2.495207 -4.013135 0.143437
C4 3.756026 -3.680017 0.734272
H1 4.384079 -3.432815 2.663387
H2 3.015997 -2.344825 2.125724
H3 1.567929 -3.965207 3.174414
H4 2.788540 -5.239967 3.136030
H5 0.681161 -4.356289 1.113720
H6 1.656697 -5.823385 1.170951
H7 4.399580 -3.005081 0.170003
H8 4.550400 -4.425363 0.695217
C5 -5.239042 2.228555 -2.115609
C6 -4.565113 2.480908 -0.762829
C7 -3.461432 1.429532 -0.669260
O10 -3.454260 0.863948 -1.947940
C8 -4.044903 1.668289 -2.902198
H9 -5.650085 3.162677 -2.498447
H10 -5.980522 1.450382 -1.934638
H11 -5.251675 2.103601 -0.004945
H12 -4.330876 3.528810 -0.575413
H13 -3.462495 0.841727 0.248674
H14 -2.511998 1.918247 -0.450582
H15 -4.369811 1.087041 -3.765144
H16 -3.246740 2.329150 -3.240294
C9 0.243796 3.313858 1.206503
C10 -0.841095 2.738789 2.158861
O11 -2.000746 3.436358 1.812851
S3 -1.695936 5.068154 1.464054
O12 -1.393826 5.820061 2.724702
O13 -2.656907 5.600798 0.473585
O14 -0.297931 4.590558 0.733032
H17 0.511038 2.629059 0.401684
H18 1.215250 3.315619 1.700860
H19 -0.691958 3.072569 3.185720
H20 -1.088343 1.683090 2.047225
C11 -0.405546 -0.633460 4.127426
C12 -0.939255 -1.895193 3.475002
O15 -2.342461 -1.593750 3.143398
S4 -2.942349 -0.433526 4.105800
O16 -3.868001 -0.946784 5.118706
O17 -3.319296 0.783136 3.359391
O18 -1.539857 -0.269977 4.881758
H21 -0.205476 0.054604 3.306054
H22 0.477707 -0.681419 4.764335
H23 -0.790592 -2.822191 4.028784
H24 -0.678883 -2.062826 2.429918
C13 4.134118 1.623375 0.594138
C14 3.138833 0.480821 0.530413
O19 3.884448 -0.675602 0.230561
S5 5.460189 -0.477710 0.530502
O20 6.154219 -0.608657 -0.732348
O21 5.932289 -1.259850 1.648930
O22 5.310100 1.108592 0.958052
H25 3.827112 2.340079 1.355831
H26 3.999669 2.158851 -0.345688
H27 2.421409 0.597908 -0.281801
H28 2.573725 0.440424 1.461604
C15 0.466877 0.607064 -4.385528
C16 0.656238 1.722907 -3.373787
O23 0.868757 2.923379 -4.099836
S6 -0.115153 2.926627 -5.413101
O24 0.536688 3.508507 -6.568840
O25 -1.504493 3.318114 -5.073366
O26 0.010612 1.226181 -5.506367
H29 0.029633 -0.342497 -4.076908
H30 1.441253 0.227731 -4.693412
H31 1.382911 1.538692 -2.582512
H32 -0.302027 1.825468 -2.864566

Atomic forces in eV per Å
2.131 0.275 1.492
-0.569 0.324 0.729
-0.775 3.345 -0.254
-1.232 0.563 -0.249
1.626 -0.033 -1.282
-0.285 -1.280 -1.448
0.103 -4.106 1.492
-1.172 -2.972 -4.616
0.212 -1.671 1.682
-5.316 3.494 2.875
4.194 3.808 -1.362
1.343 -0.476 1.764
0.675 0.291 -0.053
-0.857 0.832 -1.598
0.457 0.239 1.812
-0.804 -1.020 -0.386
1.529 -0.367 -0.031
-0.342 0.462 0.620
0.065 0.097 0.618
0.323 0.116 0.325
-0.007 -0.072 -0.457
0.187 0.052 -0.074
0.415 0.010 -1.316
-1.328 1.092 -0.209
-0.890 -1.647 0.093
1.128 0.819 0.140
-1.401 -0.887 1.210
1.237 3.003 1.444
1.953 -5.628 0.079
-1.611 1.091 -1.172
-0.195 -0.375 -0.213
-0.164 0.110 -0.682
-0.370 0.925 0.226
0.467 -0.308 0.006
-0.942 -1.260 -0.687
0.495 0.310 -0.746
0.155 -0.288 0.041
-0.455 0.732 -0.100
-0.442 -0.618 0.460
0.294 1.228 0.237
-2.502 2.441 -1.105
0.348 -0.147 1.499
-0.947 -2.351 -3.892
2.644 -1.808 2.560
0.412 0.170 0.185
-1.001 0.375 -0.761
-0.103 1.308 0.499
0.769 -0.723 0.252
0.341 0.282 0.101
-0.454 -0.302 -1.252
-0.166 -0.633 -1.738
-0.668 0.691 0.949
-1.392 0.637 1.771
1.786 0.891 -2.540
1.227 -2.960 0.984
-0.534 1.424 0.804
-0.008 0.485 0.205
-0.352 -0.388 0.104
-0.611 0.159 0.330
1.255 -0.073 0.399
-3.701 1.771 -0.491
-1.104 0.710 0.072
0.699 -0.549 0.507
1.556 0.002 -0.837
-1.081 0.293 1.672
-1.124 1.243 -1.152
3.243 -2.473 0.244
0.016 -0.010 0.136
1.323 0.060 -0.408
0.219 0.134 0.180
0.129 -0.738 0.161
3.365 -0.532 0.588
-1.724 -0.568 1.170
-0.234 0.550 -1.005
-0.949 -0.788 -0.255
-1.052 -1.130 2.405
3.472 -1.178 -0.447
-2.487 2.454 -2.516
-1.259 0.527 0.233
0.597 0.018 0.208
0.435 0.310 -0.574
-0.214 0.209 0.343

Its HOMO-LUMO gap (spin up / spin down) is 7.76 / 4.54 eV. The electronic energy is -224615.6852 eV. As for the multiplicity: 4. Its total charge is +1. The value obtained for the HOMO energy (spin up / spin down) is -13.39 / -13.39 eV.

Charges in e, computed with Mulliken, in the same order as the atoms:
1. Cu 0.50
2. Cu 0.10
3. S 1.10
4. O 0.84
5. O -0.51
6. O 0.01
7. O -1.09
8. S 1.14
9. O -0.39
10. O -0.47
11. O -0.42
12. O -0.51
13. C 0.12
14. C -0.50
15. C -0.27
16. O -0.18
17. C -0.82
18. H 0.55
19. H -0.21
20. H 0.04
21. H 0.36
22. H 0.23
23. H 0.37
24. H 0.37
25. H 0.30
26. C -0.64
27. C -0.53
28. C 0.08
29. O 0.32
30. C -0.52
31. H 0.35
32. H 0.27
33. H 0.32
34. H 0.32
35. H 0.21
36. H -0.28
37. H 0.45
38. H 0.19
39. C 0.26
40. C 0.41
41. O -0.30
42. S 1.01
43. O -0.53
44. O -0.50
45. O -0.40
46. H -0.15
47. H 0.25
48. H 0.50
49. H -0.57
50. C 0.12
51. C 0.74
52. O -0.27
53. S 0.98
54. O -0.57
55. O -0.42
56. O -0.40
57. H -0.06
58. H 0.37
59. H 0.33
60. H -0.72
61. C -0.17
62. C 0.90
63. O -0.30
64. S 1.04
65. O -0.57
66. O -0.55
67. O -0.37
68. H 0.30
69. H 0.36
70. H -0.84
71. H 0.00
72. C -0.04
73. C 0.41
74. O -0.37
75. S 1.02
76. O -0.49
77. O -0.50
78. O -0.42
79. H 0.07
80. H 0.35
81. H 0.01
82. H -0.14



# 2
Density functional theory data (ωB97M-V/def2-TZVPD) for a gas-phase ion, C3H5BrN3 (charge +1).

Element x y z (Å)
C1 0.355519 -1.442982 0.726059
N1 -0.094549 -0.168795 0.128246
N2 -0.050425 0.014401 -1.207850
C2 -0.435581 1.314916 -1.375653
N3 -0.503861 1.947674 -0.206921
C3 -0.250569 1.048239 0.685597
Br1 -0.282143 1.435940 2.539637
H1 -0.248540 -2.399285 0.697368
H2 1.460265 -1.673286 0.263072
H3 0.347997 -1.271926 1.865883
H4 0.271824 -0.746227 -1.753511
H5 -0.569938 1.941333 -2.361929

Atomic forces in eV per Å
2.427 -0.954 1.366
0.923 -1.234 1.174
-1.708 2.457 1.058
0.884 1.403 -2.222
-0.405 0.514 -1.747
-0.550 -1.254 2.069
0.117 -0.533 -1.137
-0.024 1.554 -1.036
-2.684 0.546 1.548
0.676 0.026 -1.847
-0.012 -0.516 -1.135
0.357 -2.009 1.910

The SMILES is C[n+]1[nH]cnc1Br. Its HOMO-LUMO gap is 10.52 eV. The electronic energy is -77696.2559 eV. Its total charge is +1. The value obtained for the energy relative to the best compared isomer or geometry (same formula, charge and spin) is 0.629 eV. The value obtained for the HOMO energy is -15.05 eV.

Charges in e, computed with Mulliken, in the same order as the atoms:
1. C -0.67
2. N 0.26
3. N -0.17
4. C 0.03
5. N -0.38
6. C 0.49
7. Br -0.03
8. H 0.28
9. H 0.32
10. H 0.26
11. H 0.22
12. H 0.39



# 3
Density functional theory data (ωB97M-V/def2-TZVPD) for C4H7NO2 in the gas phase.

Element x y z (Å)
H1 3.845256 0.002588 0.273737
N1 2.978891 0.011074 -0.264731
C1 1.936338 0.105370 0.403535
C2 0.484671 0.094221 -0.407759
O1 -0.174242 -1.120788 -0.152862
C3 -1.521333 -0.822540 0.172217
C4 -1.641947 0.669932 -0.161422
O2 -0.322145 1.132808 0.036185
H2 1.801045 0.186726 1.483521
H3 0.732074 0.174117 -1.479567
H4 -1.692329 -1.012530 1.239098
H5 -2.180901 -1.456846 -0.424352
H6 -1.939371 0.807334 -1.210989
H7 -2.306008 1.228532 0.493386

Atomic forces in eV per Å
-0.217 0.012 0.182
0.764 -0.048 -0.570
-3.305 0.135 -0.995
3.109 -0.107 0.756
0.087 0.027 0.057
-0.351 0.163 0.213
-0.316 -0.321 -0.179
0.172 0.039 0.196
0.230 -0.032 0.152
-0.118 0.025 0.151
-0.014 0.014 -0.146
-0.004 0.098 0.066
-0.003 0.039 0.138
-0.033 -0.045 -0.022

The SMILES is [H]/N=C/C1OCCO1. Its HOMO-LUMO gap is 10.50 eV. The electronic energy is -9844.9718 eV. The value obtained for the energy relative to the best compared isomer or geometry (same formula, charge and spin) is 2.308 eV. The value obtained for the HOMO energy is -9.47 eV.

Charges in e, computed with Mulliken, in the same order as the atoms:
1. H 0.26
2. N -0.56
3. C -0.18
4. C 0.20
5. O -0.37
6. C -0.29
7. C -0.32
8. O -0.36
9. H 0.34
10. H 0.20
11. H 0.25
12. H 0.28
13. H 0.26
14. H 0.28



# 4
Density functional theory data (ωB97M-V/def2-TZVPD) for 2 unconnected molecules or ions with the total composition C5H12O.

Element x y z (Å)
C1 -0.253470 -1.589415 0.105265
C2 0.835816 -0.557606 0.066039
C3 0.820457 0.237665 -1.251282
C4 -0.225728 0.203399 -2.140493
C5 1.988669 1.205563 -1.495977
H1 -1.246512 -1.094719 0.072253
H2 -0.338885 -2.405119 -0.603612
H3 -0.177947 -1.967724 1.193040
H4 0.942253 0.211440 0.829169
H5 1.763421 -1.144327 0.012542
H6 -0.358145 1.208314 -2.548067
H7 -0.960800 -0.572907 -2.344526
H8 2.854578 0.512543 -1.447043
H9 1.849849 1.563063 -2.498896
H10 2.113491 1.825723 -0.592018
H11 -2.639221 1.177257 3.850178
H12 -3.562358 0.118380 4.370397
O1 -3.405470 1.068475 4.423025

Atomic forces in eV per Å
-1.968 0.531 3.626
0.513 -0.261 -3.350
2.001 0.205 2.074
-0.615 0.861 -0.500
-1.027 -2.812 0.725
0.382 -0.203 0.123
0.919 -0.011 -0.142
-0.403 -0.108 -1.839
-0.343 -0.378 0.494
0.422 0.528 0.198
-0.479 -0.340 -0.506
0.342 0.013 0.129
-0.071 0.479 -0.279
0.522 1.117 -0.017
-0.185 0.383 -0.756
-0.001 0.248 0.090
-0.214 0.062 0.204
0.204 -0.313 -0.275

Its HOMO-LUMO gap (spin up / spin down) is 8.68 / 5.27 eV. The electronic energy is -7416.6677 eV. As for the multiplicity: 2. Its total charge is +1. The value obtained for the energy relative to the best compared isomer or geometry (same formula, charge and spin) is 1.625 eV. The value obtained for the HOMO energy (spin up / spin down) is -13.69 / -13.69 eV.

Charges in e, computed with Mulliken, in the same order as the atoms:
1. C -1.40
2. C -0.12
3. C 0.67
4. C -0.80
5. C -1.09
6. H 0.40
7. H 0.39
8. H 0.32
9. H 0.41
10. H 0.35
11. H 0.33
12. H 0.38
13. H 0.36
14. H 0.43
15. H 0.36
16. H 0.30
17. H 0.32
18. O -0.62